(1)
Computed, not measured: a molecular structure, C24H24MoNO3P, with the ωB97M-V functional and the def2-TZVPD basis.

HOMO (alpha / beta) in eV: -15.0141 / -15.3025
E_LUMO (alpha / beta) in eV: -7.8 / -7.9
Orbital gap (alpha / beta) in Eh: 0.2646 / 0.2729

Structure (ORCA input):
```
! wB97M-V def2-TZVPD RIJCOSX def2/J DEFGRID3
* xyz 2 3
Mo 1.5591 -0.2705 0.0759
O 1.7545 1.0186 2.4106
C 0.8147 0.4764 1.9114
C -0.5567 0.2942 2.4177
C -0.9925 0.8593 3.6064
C -2.2908 0.6029 4.0310
C -3.1287 -0.2104 3.2771
C -2.6881 -0.7771 2.0821
C -1.4023 -0.5020 1.6526
P -0.6702 -1.1434 0.1395
C -0.6008 0.2153 -1.0625
C 0.2270 -0.0198 -2.1766
C 0.2596 0.9023 -3.2226
C -0.5468 2.0239 -3.1673
C -1.3652 2.2660 -2.0568
C -1.3746 1.3866 -0.9953
C -1.6451 -2.4762 -0.5262
C -1.4551 -3.7654 -0.0263
C -2.2776 -4.7886 -0.4658
C -3.2737 -4.5242 -1.3974
C -3.4549 -3.2396 -1.8980
C -2.6385 -2.2046 -1.4690
H -0.3187 1.4742 4.1911
H -2.6445 1.0256 4.9627
H -4.1354 -0.4131 3.6227
H -3.3416 -1.4200 1.5040
H 0.6714 -0.9983 -2.3420
H 0.8736 0.7111 -4.0937
H -0.5538 2.7188 -3.9989
H -2.0003 3.1440 -2.0358
H -2.0080 1.5660 -0.1350
H -0.6754 -3.9703 0.6987
H -2.1382 -5.7924 -0.0867
H -3.9133 -5.3279 -1.7410
H -4.2295 -3.0441 -2.6280
H -2.7770 -1.2060 -1.8648
C 1.2940 3.5705 0.5465
C 1.8515 2.9586 -0.7105
O 2.4308 1.6146 -0.5342
C 3.8364 1.5992 -0.0762
C 4.5944 0.5511 -0.8552
H 1.0092 4.6024 0.3277
H 2.0280 3.5878 1.3520
H 0.4029 3.0459 0.8907
H 2.6517 3.5642 -1.1250
H 1.0973 2.8370 -1.4741
H 3.8439 1.4307 0.9960
H 4.2407 2.5873 -0.2653
H 4.1744 -0.4508 -0.7447
H 5.6156 0.4933 -0.4773
H 4.6268 0.7961 -1.9149
O 3.6798 -3.2740 2.2228
C 3.0857 -2.4820 1.6391
N 2.4742 -1.6232 1.0087
*
```

Löwdin population analysis, charges in e, atoms 1 to 6:
1. Mo 1.438
2. O 0.094
3. C -0.389
4. C -0.219
5. C 0.027
6. C -0.011

---

(2)
Computed, not measured: C24H24N2O3 in the gas phase in a non-equilibrium geometry, with the ωB97M-V functional and the def2-TZVPD basis.

HOMO in eV: -8.2698
E_LUMO in eV: 0.3
Orbital gap in Eh: 0.3141
SMILES string: O=C(c1cc2ccccc2o1)N(C1CC1)C1(C(=O)Nc2ccccc2)CCCC1

Structure (ORCA input):
```
! wB97M-V def2-TZVPD RIJCOSX def2/J DEFGRID3
* xyz 0 1
O 1.6299 -0.2578 0.8418
C 0.4456 -0.0097 1.0588
C -0.3693 -1.0389 1.7333
C 0.0711 -2.0032 2.5925
C -1.0512 -2.8341 2.8681
C -1.2773 -3.9610 3.6582
C -2.5402 -4.5087 3.6601
C -3.5743 -3.9614 2.8956
C -3.3776 -2.8478 2.1048
C -2.1069 -2.2926 2.1040
O -1.6854 -1.2071 1.4206
N -0.1509 1.1439 0.6771
C -1.4391 1.5308 1.1674
C -1.5482 2.6973 2.1166
C -1.8050 1.3110 2.6064
C 0.4944 1.9758 -0.3621
C 0.4270 1.1427 -1.6812
O -0.4515 1.3437 -2.4941
N 1.3893 0.2023 -1.8012
C 1.5732 -0.7148 -2.8413
C 0.9564 -0.5981 -4.0829
C 1.2165 -1.5342 -5.0677
C 2.0861 -2.5854 -4.8340
C 2.7016 -2.7015 -3.5981
C 2.4498 -1.7733 -2.6072
C 1.9229 2.4208 0.0302
C 2.0765 3.8702 -0.4599
C 0.8551 4.1161 -1.3428
C -0.2286 3.2978 -0.6509
H 1.0661 -2.0950 2.9764
H -0.4791 -4.3859 4.2470
H -2.7429 -5.3814 4.2626
H -4.5498 -4.4226 2.9257
H -4.1696 -2.4215 1.5104
H -2.2303 1.4192 0.4325
H -0.6354 3.1680 2.4495
H -2.3775 3.3769 1.9951
H -2.8167 1.0055 2.8239
H -1.0694 0.8744 3.2650
H 1.9259 -0.0033 -0.9596
H 0.2752 0.2152 -4.2675
H 0.7334 -1.4374 -6.0289
H 2.2836 -3.3112 -5.6087
H 3.3812 -3.5186 -3.4053
H 2.9250 -1.8617 -1.6402
H 2.6854 1.7830 -0.4098
H 2.0346 2.3552 1.1123
H 2.0646 4.5597 0.3854
H 3.0105 4.0184 -0.9992
H 1.0256 3.7306 -2.3485
H 0.5946 5.1706 -1.4161
H -1.1018 3.1408 -1.2805
H -0.5231 3.7983 0.2663
*
```

Löwdin population analysis, charges in e, atoms 1 to 6:
1. O 0.057
2. C -0.350
3. C -0.166
4. C 0.084
5. C -0.146
6. C -0.022

---

(3)
Computed, not measured: C24H24N2O7S in the gas phase in a non-equilibrium geometry, with the ωB97M-V functional and the def2-TZVPD basis.

HOMO in eV: -8.0868
E_LUMO in eV: -0.4
Orbital gap in Eh: 0.2822
SMILES string: CCOC(=O)c1c(-c2cccc([N+](=O)[O-])c2)csc1NC(=O)CCCOc1ccccc1OC

Structure (ORCA input):
```
! wB97M-V def2-TZVPD RIJCOSX def2/J DEFGRID3
* xyz 0 1
C -2.3042 3.6680 0.1886
C -2.5356 2.3148 0.8350
O -1.2655 1.7135 1.0750
C -1.2222 0.3870 1.1892
O -2.2193 -0.3190 1.1246
C 0.1208 -0.1371 1.3734
C 1.3447 0.5960 1.4866
C 1.4240 2.0571 1.6027
C 0.8078 2.7188 2.6643
C 0.8689 4.0973 2.7741
C 1.5455 4.8424 1.8260
C 2.1688 4.1804 0.7755
N 2.8740 4.9454 -0.2219
O 2.9067 6.1509 -0.0891
O 3.3900 4.3402 -1.1374
C 2.1206 2.7979 0.6597
C 2.4262 -0.2254 1.4973
S 2.0246 -1.9019 1.3847
C 0.3604 -1.4999 1.3061
N -0.6086 -2.4486 1.1512
C -0.3065 -3.7479 0.8648
O 0.8374 -4.1505 0.9234
C -1.5077 -4.6042 0.5325
C -2.3235 -4.0329 -0.6314
C -1.4784 -3.9498 -1.9083
O -0.2667 -3.2529 -1.7377
C -0.2127 -1.8820 -1.8373
C -1.3356 -1.0723 -1.9495
C -1.2313 0.3064 -2.0134
C 0.0119 0.9055 -1.9583
C 1.1380 0.1139 -1.8664
C 1.0594 -1.2762 -1.8116
O 2.2681 -1.8886 -1.7157
C 2.4162 -3.2880 -1.8454
H -3.2567 4.1602 0.0159
H -1.7889 3.5454 -0.7600
H -1.6917 4.2896 0.8364
H -3.0592 2.4197 1.7927
H -3.1263 1.6541 0.1916
H 0.2789 2.1412 3.4071
H 0.3858 4.5941 3.6016
H 1.6019 5.9185 1.8825
H 2.6116 2.3151 -0.1706
H 3.4538 0.0666 1.5822
H -1.5515 -2.0557 1.0991
H -2.1383 -4.6696 1.4219
H -1.1466 -5.6036 0.2861
H -3.1754 -4.6853 -0.8303
H -2.7107 -3.0471 -0.3693
H -1.1640 -4.9594 -2.1934
H -2.0660 -3.5254 -2.7313
H -2.3182 -1.5151 -1.9839
H -2.1279 0.8998 -2.1075
H 0.1120 1.9790 -1.9978
H 2.1251 0.5473 -1.8476
H 3.4935 -3.4515 -1.8663
H 1.9754 -3.6540 -2.7747
H 1.9871 -3.8224 -0.9957
*
```

Löwdin population analysis, charges in e, atoms 1 to 6:
1. C -0.047
2. C -0.208
3. O -0.012
4. C -0.432
5. O 0.076
6. C -0.104

---

(4)
Computed, not measured: C24H24N4O6 in the gas phase in a non-equilibrium geometry, with the ωB97M-V functional and the def2-TZVPD basis.

HOMO in eV: -8.4383
E_LUMO in eV: 0.4
Orbital gap in Eh: 0.3256
SMILES string: CC[C@H](NC(=O)c1ccccc1NC(=O)c1ccco1)C(=O)NNC(=O)c1ccc(OC)cc1

Structure (ORCA input):
```
! wB97M-V def2-TZVPD RIJCOSX def2/J DEFGRID3
* xyz 0 1
C 2.8886 3.5103 4.1919
C 2.4171 3.5427 2.7441
C 1.5198 2.3577 2.4051
N 2.2581 1.1111 2.5124
C 1.6322 -0.0832 2.5753
O 0.4052 -0.1570 2.6132
C 2.5212 -1.2686 2.5739
C 3.7693 -1.2176 3.1905
C 4.6200 -2.3046 3.1654
C 4.2330 -3.4600 2.5028
C 2.9965 -3.5404 1.8959
C 2.1147 -2.4596 1.9374
N 0.8581 -2.5129 1.3605
C 0.3661 -3.4207 0.4633
O 0.9667 -4.3873 0.0349
C -0.9999 -3.0936 0.0353
C -1.8298 -3.7570 -0.8355
C -3.0230 -3.0082 -0.8869
C -2.8391 -1.9483 -0.0472
O -1.6248 -1.9878 0.5072
C 0.9887 2.4644 0.9661
O 1.5732 3.0332 0.0612
N -0.1778 1.8234 0.7912
N -0.7174 1.6940 -0.4846
C -2.0194 1.3346 -0.6425
O -2.7294 1.0942 0.3179
C -2.4707 1.2057 -2.0468
C -1.6076 0.9675 -3.1104
C -2.0931 0.8241 -4.3974
C -3.4605 0.9202 -4.6453
O -4.0395 0.8036 -5.8645
C -3.2220 0.5770 -6.9888
C -4.3318 1.1457 -3.5750
C -3.8422 1.2780 -2.2979
H 2.0390 3.5537 4.8694
H 3.5338 4.3608 4.3955
H 3.4447 2.5998 4.4025
H 1.8534 4.4579 2.5585
H 3.2692 3.5422 2.0613
H 0.6724 2.2973 3.0970
H 3.2433 1.1467 2.3024
H 4.0629 -0.3248 3.7242
H 5.5789 -2.2519 3.6579
H 4.8968 -4.3107 2.4702
H 2.6915 -4.4388 1.3860
H 0.2401 -1.7481 1.6331
H -1.5967 -4.6619 -1.3574
H -3.8979 -3.2258 -1.4640
H -3.4646 -1.1188 0.2193
H -0.5947 1.2147 1.4952
H -0.1437 2.1242 -1.1988
H -0.5457 0.8620 -2.9453
H -1.3972 0.6324 -5.1986
H -2.6768 -0.3682 -6.9048
H -2.5122 1.3962 -7.1406
H -3.8999 0.5265 -7.8392
H -5.3884 1.2088 -3.7802
H -4.5093 1.4455 -1.4663
*
```

Löwdin population analysis, charges in e, atoms 1 to 6:
1. C -0.092
2. C -0.199
3. C -0.232
4. N 0.129
5. C -0.394
6. O 0.046

---

For reference, calculated total energy by record: -44038.496; -34400.264; -53423.463; -43523.920 eV.
For reference, energy above the lowest of the compared OMol25 structures with the same formula, charge and spin by record: 12.9; 234.4; 270.6; 177.8 kJ/mol.